# 1
This record from the OMol25 dataset describes a molecular structure, C4H10NO. The level of theory is wB97M-V/def2-TZVPD.

Electronic energy   -7847.24328 eV
Highest occupied orbital energy   -2.73 eV
ΔE to the lowest compared entry with this formula, charge and spin   0.293 eV
Net charge   -1
Kohn-Sham gap   7.09 eV
Max |F|   0.25 eV Å⁻¹

Element x y z (Å)
C  2.466  2.010  -0.505
C  2.517  0.684  -0.240
N  1.491  -0.185  -0.153
H  1.526  2.520  -0.673
H  3.381  2.587  -0.552
H  3.512  0.252  -0.081
H  0.276  0.123  -0.213
H  1.798  -1.112  0.094
C  -1.606  -0.837  -0.265
O  -0.933  0.361  -0.246
C  -2.654  -0.923  0.844
H  -0.911  -1.695  -0.151
H  -2.123  -1.009  -1.234
H  -3.196  -1.873  0.833
H  -3.375  -0.107  0.728
H  -2.171  -0.795  1.813

Here is what natural (NBO) gives for the atomic charges, in e: -0.68, 0.05, -0.89, 0.19, 0.17, 0.13, 0.46, 0.33, -0.03, -0.86, -0.63, 0.11, 0.10, 0.17, 0.19, 0.19

---

# 2
This record from the OMol25 dataset describes a molecular structure, C26H30N4NiO4S. The level of theory is wB97M-V/def2-TZVPD.

Electronic energy   -93477.12518 eV
Highest occupied orbital energy   -0.09 eV
ΔE to the lowest compared entry with this formula, charge and spin   0.308 eV
Net charge   -2
Kohn-Sham gap   4.68 eV
Max |F|   1.06 eV Å⁻¹

Element x y z (Å)
Ni  1.183  1.071  0.332
C  1.934  -2.625  2.288
C  3.317  -2.685  2.215
C  4.003  -1.691  1.539
C  3.296  -0.651  0.945
N  1.951  -0.597  1.034
C  1.295  -1.557  1.681
C  3.869  0.444  0.149
C  5.220  0.544  -0.186
C  5.631  1.545  -1.050
C  4.685  2.420  -1.586
C  3.346  2.323  -1.236
C  2.915  1.349  -0.336
H  1.348  -3.395  2.767
H  3.856  -3.509  2.667
H  5.081  -1.719  1.457
H  0.219  -1.474  1.683
H  5.947  -0.159  0.206
H  6.676  1.635  -1.323
H  5.005  3.189  -2.282
H  2.621  3.014  -1.649
C  -0.516  -3.637  0.054
C  -1.278  -4.457  -0.762
C  -2.651  -4.790  -0.477
C  -3.397  -5.620  -1.285
C  -2.873  -6.200  -2.445
C  -1.545  -5.883  -2.760
C  -0.779  -5.058  -1.971
H  0.537  -3.453  -0.108
H  -0.929  -3.289  0.994
H  -3.109  -4.378  0.417
H  -4.427  -5.826  -1.003
H  -3.472  -6.840  -3.082
H  -1.099  -6.297  -3.662
H  0.242  -4.833  -2.265
O  0.334  4.025  -1.094
S  -0.668  2.934  -1.779
O  -0.912  3.525  -3.076
O  0.103  1.702  -1.805
O  -1.839  2.886  -0.912
C  -0.834  5.676  0.832
N  0.539  5.200  0.896
C  1.454  6.155  0.297
C  0.670  3.888  0.301
N  1.049  2.878  0.888
H  -0.907  6.619  1.384
H  -1.492  4.942  1.295
H  -1.182  5.837  -0.198
H  1.414  7.092  0.861
H  1.219  6.372  -0.757
H  2.470  5.762  0.351
C  -3.403  -0.464  -0.669
C  -3.134  -0.101  0.800
C  -3.270  -1.335  1.691
C  -4.061  1.029  1.259
C  -1.752  0.399  0.854
N  -0.669  0.757  0.857
H  -4.432  -0.818  -0.763
H  -2.729  -1.261  -0.987
H  -3.240  0.407  -1.304
H  -4.285  -1.726  1.597
H  -3.087  -1.087  2.740
H  -2.571  -2.107  1.377
H  -5.096  0.682  1.204
H  -3.941  1.898  0.612
H  -3.845  1.323  2.288

Here is what natural (NBO) gives for the atomic charges, in e: 0.93, -0.28, -0.17, -0.26, 0.20, -0.47, 0.09, -0.09, -0.22, -0.27, -0.20, -0.25, -0.14, 0.22, 0.20, 0.21, 0.22, 0.18, 0.19, 0.19, 0.24, -0.78, 0.09, -0.36, -0.19, -0.42, -0.20, -0.34, 0.18, 0.15, 0.17, 0.17, 0.18, 0.18, 0.18, -0.81, 2.59, -1.01, -1.03, -1.05, -0.41, -0.49, -0.41, 0.58, -0.71, 0.17, 0.21, 0.18, 0.17, 0.17, 0.20, -0.60, -0.17, -0.59, -0.59, 0.45, -0.41, 0.20, 0.25, 0.24, 0.20, 0.20, 0.25, 0.20, 0.25, 0.20

---

# 3
This record from the OMol25 dataset describes 2 unconnected molecules or ions with the total composition C2H4ClNO3. The level of theory is wB97M-V/def2-TZVPD.

SMILES   O/C=C/Cl.O=NO
Electronic energy   -22289.27334 eV
Highest occupied orbital energy   -9.05 eV
ΔE to the lowest compared entry with this formula, charge and spin   5.293 eV
Kohn-Sham gap   9.25 eV
Max |F|   3.74 eV Å⁻¹

Element x y z (Å)
C  0.091  0.999  0.396
C  1.042  0.769  -0.521
N  0.066  -1.726  0.443
O  0.887  -2.326  -0.184
O  -1.182  -1.681  -0.200
O  -1.236  1.223  0.306
Cl  2.684  0.667  0.015
H  0.217  1.034  1.508
H  -1.981  -1.491  0.261
H  0.727  0.873  -1.514
H  -1.317  1.659  -0.511

Here is what natural (NBO) gives for the atomic charges, in e: 0.15, -0.35, 0.37, -0.27, -0.61, -0.66, 0.02, 0.19, 0.50, 0.21, 0.47

---

# 4
This record from the OMol25 dataset describes 2 unconnected molecules or ions with the total composition CHN4. The level of theory is wB97M-V/def2-TZVPD.

Electronic energy   -7009.67031 eV
Highest occupied orbital energy (spin up / spin down)   -2.54 / -2.54 eV
ΔE to the lowest compared entry with this formula, charge and spin   5.039 eV
Net charge   -1
Kohn-Sham gap (spin up / spin down)   7.63 / 7.63 eV
Max |F|   2.54 eV Å⁻¹

Element x y z (Å)
C  0.508  0.739  -0.777
N  -1.439  -0.006  1.894
N  1.094  1.179  -1.665
N  -0.990  -0.896  1.070
N  -0.506  -0.581  2.552
H  0.037  -0.006  0.107

Here is what natural (NBO) gives for the atomic charges, in e: 0.03, -0.04, -0.49, -0.47, -0.30, 0.28

---

# 5
This record from the OMol25 dataset describes a molecular structure, C18H62Ag2O14. The level of theory is wB97M-V/def2-TZVPD.

2S+1   3
Electronic energy   -56310.10152 eV
Highest occupied orbital energy (spin up / spin down)   -13.99 / -13.99 eV
Net charge   +2
Kohn-Sham gap (spin up / spin down)   7.79 / 5.26 eV
Max |F|   3.79 eV Å⁻¹

Element x y z (Å)
Ag  2.151  -1.283  1.807
Ag  -0.181  1.355  3.024
C  2.680  0.103  5.814
C  2.677  1.072  4.573
C  4.039  1.496  4.208
O  1.998  0.504  3.464
H  2.925  -0.915  5.512
H  1.683  -0.012  6.239
H  3.294  0.424  6.655
H  2.109  1.944  4.898
H  4.515  2.094  4.985
H  4.123  2.060  3.279
H  4.725  0.652  4.131
C  -1.366  -1.650  0.436
C  -0.371  -0.578  -0.019
C  -0.854  0.559  -0.922
O  0.218  -0.093  1.152
H  -1.828  -2.111  -0.437
H  -2.181  -1.038  0.825
H  -0.941  -2.392  1.112
H  0.379  -1.134  -0.581
H  -1.827  0.954  -0.628
H  -0.961  0.302  -1.976
H  -0.193  1.425  -0.964
C  -5.014  0.239  -1.907
O  -5.948  1.212  -2.324
H  -4.684  0.470  -0.894
H  -5.461  -0.750  -1.811
H  -4.091  0.134  -2.478
H  -6.131  1.741  -1.545
C  3.891  1.207  0.497
O  2.774  0.433  0.188
H  3.667  2.269  0.602
H  4.310  0.788  1.412
H  4.536  1.238  -0.381
H  2.184  1.053  -0.245
C  -4.745  -2.114  2.562
O  -5.158  -1.242  3.555
H  -5.576  -2.545  2.004
H  -4.162  -1.627  1.780
H  -4.182  -2.938  2.999
H  -4.389  -0.762  3.871
C  -3.299  1.595  2.064
O  -2.063  2.228  1.719
H  -3.027  0.541  2.122
H  -3.728  1.976  2.991
H  -4.105  1.746  1.346
H  -2.395  3.015  1.282
C  2.120  -3.899  -0.421
O  2.776  -2.738  0.024
H  2.309  -4.850  0.078
H  1.069  -3.661  -0.583
H  2.559  -4.073  -1.403
H  3.722  -2.813  -0.116
C  0.657  3.748  1.012
O  0.918  3.106  2.172
H  1.567  3.800  0.414
H  0.029  3.083  0.419
H  0.219  4.744  1.082
H  1.628  3.606  2.580
C  0.837  1.634  -5.218
O  0.346  1.936  -3.925
H  1.347  0.672  -5.154
H  0.008  1.533  -5.918
H  1.625  2.299  -5.571
H  -0.587  1.716  -3.882
C  3.209  3.062  -2.509
O  2.157  2.287  -1.855
H  3.979  3.285  -1.769
H  3.728  2.471  -3.264
H  2.837  3.924  -3.063
H  1.456  2.248  -2.510
C  -2.744  2.744  -2.842
O  -2.422  1.844  -3.808
H  -3.828  2.849  -2.807
H  -2.369  2.435  -1.866
H  -2.315  3.722  -3.063
H  -3.281  1.590  -4.154
C  -1.086  -4.172  -3.013
O  -1.101  -3.298  -4.137
H  -0.290  -4.905  -3.142
H  -1.059  -3.735  -2.015
H  -2.057  -4.665  -3.055
H  -0.217  -2.993  -4.351
C  0.311  -3.787  3.693
O  0.765  -2.522  3.142
H  -0.764  -3.749  3.869
H  0.499  -4.691  3.114
H  0.842  -4.143  4.575
H  0.383  -1.832  3.688
C  1.561  -1.653  -3.171
O  1.646  -2.398  -4.329
H  2.276  -0.830  -3.189
H  0.602  -1.136  -3.158
H  1.745  -2.444  -2.444
H  2.374  -2.999  -4.155

Here is what Mulliken gives for the atomic charges, in e: 0.27, 0.33, -1.34, 0.83, -1.49, 0.11, 0.32, 0.36, 0.40, 0.14, 0.46, 0.30, 0.34, -0.68, 1.97, -0.85, 1.09, 0.37, -0.55, 0.24, -1.25, -0.01, 0.49, -0.31, -0.11, -0.49, -0.20, 0.37, 0.10, 0.35, -0.88, 0.12, 0.19, 0.30, 0.30, -0.08, -0.19, -0.48, 0.32, -0.13, 0.23, 0.28, -0.30, -0.35, -0.18, 0.39, 0.21, 0.26, -0.69, -0.25, 0.35, 0.10, 0.27, 0.22, -0.11, -0.34, 0.18, -0.22, 0.37, 0.23, -0.75, -0.43, 0.20, 0.36, 0.30, 0.25, -0.99, 0.05, 0.36, 0.33, 0.31, 0.21, -0.26, -0.68, 0.46, -0.15, 0.32, 0.35, -0.36, -0.54, 0.28, -0.03, 0.31, 0.37, -0.85, -0.25, 0.29, 0.29, 0.35, 0.12, 0.25, -0.59, 0.20, -0.08, -0.04, 0.35

---

# 6
This record from the OMol25 dataset describes a molecular structure, AsF6H30O15. The level of theory is wB97M-V/def2-TZVPD.

Electronic energy   -108351.20448 eV
Highest occupied orbital energy   -8.12 eV
ΔE to the lowest compared entry with this formula, charge and spin   0.924 eV
Net charge   -1
Kohn-Sham gap   10.03 eV
Max |F|   3.12 eV Å⁻¹

Element x y z (Å)
As  -5.995  -12.422  -27.444
F  -7.145  -11.419  -26.487
F  -7.270  -13.318  -28.367
F  -4.783  -13.278  -28.479
F  -4.696  -11.498  -26.627
F  -5.994  -13.646  -26.191
F  -6.073  -11.136  -28.697
O  -7.306  -16.097  -25.924
H  -7.137  -16.208  -26.859
H  -6.819  -15.308  -25.684
O  -7.174  -8.209  -26.696
H  -7.122  -9.091  -26.328
H  -6.796  -7.644  -26.022
O  -5.791  -16.250  -28.282
H  -5.713  -15.995  -29.202
H  -4.894  -16.450  -28.012
O  -3.131  -9.233  -26.003
H  -3.514  -9.603  -26.798
H  -2.746  -9.984  -25.551
O  -7.646  -8.647  -29.366
H  -7.427  -8.307  -28.498
H  -6.823  -9.006  -29.697
O  -9.251  -13.332  -25.084
H  -8.650  -13.943  -25.510
H  -10.035  -13.851  -24.906
O  -6.499  -12.881  -22.959
H  -7.155  -12.365  -22.490
H  -6.228  -12.322  -23.687
O  -1.389  -13.106  -26.929
H  -1.377  -12.409  -27.585
H  -2.309  -13.183  -26.677
O  -8.208  -10.520  -23.979
H  -9.139  -10.450  -24.190
H  -7.798  -10.806  -24.796
O  -10.482  -11.711  -26.841
H  -11.087  -12.356  -27.208
H  -9.977  -12.200  -26.191
O  -3.996  -13.747  -24.461
H  -4.714  -13.611  -25.078
H  -3.707  -14.645  -24.623
O  -9.380  -11.060  -29.635
H  -9.762  -11.285  -28.787
H  -8.786  -10.334  -29.447
O  -2.182  -14.344  -29.546
H  -1.836  -14.507  -28.669
H  -3.084  -14.060  -29.400
O  -8.679  -13.498  -30.634
H  -9.175  -12.711  -30.407
H  -7.991  -13.547  -29.971
O  -6.287  -11.635  -32.103
H  -7.108  -12.126  -32.102
H  -5.898  -11.815  -31.247

Here is what natural (NBO) gives for the atomic charges, in e: 2.82, -0.65, -0.62, -0.64, -0.63, -0.63, -0.62, -0.98, 0.50, 0.47, -0.96, 0.49, 0.48, -0.95, 0.49, 0.48, -0.95, 0.48, 0.47, -0.98, 0.50, 0.48, -0.94, 0.50, 0.47, -0.94, 0.47, 0.47, -0.95, 0.48, 0.48, -0.96, 0.47, 0.48, -0.98, 0.46, 0.49, -0.95, 0.48, 0.46, -1.00, 0.49, 0.51, -0.96, 0.48, 0.48, -1.00, 0.50, 0.48, -0.96, 0.49, 0.47

---

# 7
This record from the OMol25 dataset describes a single C9H13NSSi molecule. The level of theory is wB97M-V/def2-TZVPD.

Electronic energy   -29744.16327 eV
Highest occupied orbital energy   -6.07 eV
ΔE to the lowest compared entry with this formula, charge and spin   3.734 eV
Kohn-Sham gap   4.89 eV
Max |F|   3.64 eV Å⁻¹

Element x y z (Å)
C  3.258  1.689  -0.011
C  3.512  0.292  0.060
C  2.004  2.162  -0.172
C  2.463  -0.613  0.088
C  0.931  1.265  -0.209
C  1.118  -0.070  -0.118
C  -2.393  -0.075  1.259
C  -3.416  0.959  0.611
C  -0.117  -2.735  -1.291
N  -1.905  -1.044  0.348
Si  -0.345  -1.231  -0.278
S  -2.901  1.633  -0.911
H  4.044  2.371  0.203
H  4.518  -0.036  -0.045
H  1.680  3.249  0.081
H  2.706  -1.620  0.448
H  -0.056  1.616  -0.431
H  -1.635  0.673  1.586
H  -2.821  -0.560  2.142
H  -4.410  0.541  0.409
H  -3.402  1.841  1.219
H  0.583  -2.685  -2.058
H  0.216  -3.608  -0.740
H  -1.073  -2.940  -1.734
H  -2.558  -1.076  -0.458

Here is what natural (NBO) gives for the atomic charges, in e: -0.18, -0.21, -0.21, -0.18, -0.16, -0.60, -0.25, -0.58, -1.20, -1.07, 2.02, -0.61, 0.22, 0.22, 0.24, 0.22, 0.27, 0.20, 0.19, 0.19, 0.21, 0.27, 0.28, 0.27, 0.44

---

# 8
This record from the OMol25 dataset describes a single C19H28N2O4S molecule. The level of theory is wB97M-V/def2-TZVPD.

SMILES   CC(C)NS(=O)(=O)c1ccc(OCC(=O)NCCC2=CCCCC2)cc1
Electronic energy   -42162.97326 eV
Highest occupied orbital energy   -9.17 eV
ΔE to the lowest compared entry with this formula, charge and spin   1.702 eV
Kohn-Sham gap   9.62 eV
Max |F|   0.89 eV Å⁻¹

Element x y z (Å)
C  2.581  2.247  2.311
H  3.260  2.271  3.160
H  1.828  1.484  2.490
H  2.094  3.215  2.227
C  3.352  1.933  1.031
N  3.889  0.587  1.115
S  4.121  -0.216  -0.331
O  4.519  0.681  -1.382
O  4.962  -1.337  -0.033
C  2.454  -0.764  -0.646
C  1.873  -1.653  0.235
C  0.572  -2.080  0.031
C  -0.140  -1.610  -1.071
C  0.460  -0.706  -1.953
C  1.756  -0.285  -1.739
H  2.245  0.405  -2.407
H  -0.111  -0.359  -2.800
O  -1.422  -1.957  -1.371
C  -2.074  -2.910  -0.559
H  -3.008  -3.140  -1.082
H  -1.496  -3.836  -0.470
C  -2.431  -2.401  0.846
O  -2.646  -3.161  1.765
N  -2.483  -1.063  0.927
H  -2.330  -0.517  0.091
C  -2.890  -0.334  2.103
H  -2.093  0.364  2.379
C  -4.190  0.445  1.846
C  -4.070  1.271  0.589
C  -3.365  2.394  0.557
C  -3.158  3.230  -0.668
C  -4.112  2.837  -1.792
C  -4.170  1.319  -1.915
C  -4.754  0.727  -0.635
H  -5.821  0.969  -0.574
H  -4.677  -0.363  -0.652
H  -4.781  1.029  -2.772
H  -3.161  0.929  -2.074
H  -5.112  3.214  -1.568
H  -3.786  3.285  -2.732
H  -2.120  3.107  -1.001
H  -3.287  4.286  -0.416
H  -2.880  2.753  1.456
H  -4.382  1.082  2.710
H  -5.017  -0.260  1.747
H  -3.025  -1.063  2.904
H  0.124  -2.766  0.732
H  2.450  -2.008  1.073
H  4.692  0.502  1.720
C  4.440  2.968  0.754
H  4.003  3.958  0.647
H  4.958  2.708  -0.166
H  5.157  2.989  1.573
H  2.656  1.907  0.184

Here is what natural (NBO) gives for the atomic charges, in e: -0.61, 0.20, 0.22, 0.21, -0.05, -0.87, 2.32, -0.95, -0.94, -0.38, -0.14, -0.33, 0.40, -0.29, -0.16, 0.25, 0.23, -0.51, -0.17, 0.22, 0.21, 0.64, -0.62, -0.62, 0.41, -0.21, 0.19, -0.44, 0.01, -0.20, -0.43, -0.39, -0.39, -0.45, 0.22, 0.21, 0.21, 0.19, 0.20, 0.21, 0.21, 0.21, 0.20, 0.22, 0.21, 0.24, 0.24, 0.24, 0.40, -0.63, 0.21, 0.24, 0.20, 0.20